Computed, not measured: a 9-piece molecular cluster, C18H36Cl16IN4S overall at a distorted geometry, with ωB97M-V/def2-TZVPD.

Geometry as XYZ:
```
76
Properties=species:S:1:pos:R:3:forces:R:3
N -1.485 2.541 2.850 0.200 0.280 0.744
C -0.532 2.392 1.931 0.059 -0.896 -1.985
N -0.914 1.743 0.697 5.332 2.143 0.850
C 0.311 1.793 -0.020 -2.377 0.625 2.965
I 0.340 0.935 -1.988 0.381 0.851 1.560
N 1.309 2.426 0.753 0.564 -1.234 -3.578
S 2.932 2.692 0.156 -0.576 0.495 -0.003
N 0.826 2.796 1.972 -4.547 -1.190 0.000
H -2.459 2.449 2.540 0.824 -0.189 0.202
H -1.322 2.691 3.856 0.004 0.233 -0.927
H 2.718 3.723 -0.783 -0.303 -0.732 1.006
H 1.286 3.256 2.762 0.294 -0.103 -0.817
Cl 0.199 -1.938 -5.086 -0.034 0.158 0.047
C 0.546 -2.732 -3.527 0.129 -0.171 0.165
C 0.117 -4.183 -3.516 -0.116 0.065 0.002
Cl -1.656 -4.361 -3.559 -0.116 0.171 -0.060
H 0.051 -2.163 -2.739 -0.088 -0.128 -0.111
H 1.624 -2.665 -3.371 -0.059 -0.099 -0.060
H 0.457 -4.662 -2.603 -0.219 0.131 -0.086
H 0.531 -4.731 -4.363 -0.076 0.092 0.056
Cl 0.520 6.460 3.538 0.151 -0.157 -0.068
C -1.111 6.643 4.239 -0.264 0.050 0.114
C -1.153 6.245 5.700 -0.037 0.360 -0.134
Cl -0.920 4.493 5.923 0.093 -0.215 0.034
H -1.804 6.051 3.640 0.428 0.154 0.116
H -1.384 7.695 4.136 0.028 -0.059 0.034
H -2.128 6.490 6.122 0.030 -0.061 -0.140
H -0.390 6.764 6.280 0.005 -0.146 -0.098
Cl -3.472 -10.341 -5.026 0.023 0.000 0.033
C -3.855 -8.650 -4.622 -0.055 0.122 0.021
C -2.723 -7.707 -4.971 -0.245 0.116 -0.159
Cl -1.298 -7.954 -3.929 0.096 -0.081 0.019
H -4.103 -8.603 -3.561 0.118 -0.036 -0.088
H -4.746 -8.382 -5.191 0.120 0.026 -0.018
H -3.043 -6.674 -4.828 0.017 -0.081 0.067
H -2.407 -7.827 -6.007 0.010 -0.094 0.138
Cl 2.531 -8.327 -0.728 -0.048 0.187 0.026
C 2.463 -8.048 -2.486 -0.020 -0.020 -0.228
C 3.347 -6.896 -2.916 0.138 -0.319 -0.150
Cl 2.734 -5.325 -2.335 0.501 -0.091 0.201
H 1.422 -7.880 -2.763 0.102 0.043 0.089
H 2.798 -8.969 -2.966 0.048 0.101 0.020
H 3.377 -6.840 -4.005 -0.087 -0.018 0.078
H 4.368 -7.015 -2.552 -0.147 0.048 0.065
Cl 2.274 5.378 -2.582 -0.127 -0.049 0.076
C 3.910 5.077 -3.228 0.386 -0.090 -0.126
C 4.626 6.360 -3.592 0.067 0.036 0.042
Cl 3.886 7.164 -4.998 -0.036 -0.043 0.084
H 3.817 4.411 -4.087 -0.093 0.146 0.050
H 4.467 4.551 -2.450 0.020 0.109 -0.032
H 5.661 6.142 -3.861 -0.096 -0.089 0.021
H 4.630 7.067 -2.762 -0.077 -0.079 -0.080
Cl -4.049 5.479 3.929 -0.252 -0.144 -0.026
C -5.686 5.644 4.617 -0.444 0.078 0.156
C -5.736 5.237 6.074 -0.013 0.102 -0.009
Cl -5.489 3.485 6.289 0.069 0.012 -0.026
H -6.370 5.051 4.011 0.156 -0.025 0.069
H -5.966 6.694 4.517 0.099 -0.060 0.042
H -6.716 5.472 6.490 0.041 -0.007 -0.116
H -4.980 5.759 6.663 -0.029 -0.087 -0.092
Cl 1.926 -13.649 1.707 0.015 -0.027 -0.009
C 3.028 -12.302 1.328 0.081 0.152 -0.010
C 2.801 -11.752 -0.064 0.021 0.079 0.159
Cl 3.288 -12.906 -1.331 -0.022 -0.023 -0.031
H 4.051 -12.655 1.458 -0.124 -0.039 -0.088
H 2.840 -11.523 2.068 -0.037 -0.017 -0.106
H 3.401 -10.854 -0.208 -0.002 -0.125 0.074
H 1.755 -11.493 -0.227 0.090 -0.107 0.029
Cl 0.066 11.255 3.301 -0.035 -0.045 0.041
C 0.017 9.993 2.046 0.023 -0.043 -0.141
C -1.200 10.117 1.155 0.197 0.025 -0.154
Cl -2.709 9.739 2.025 -0.016 -0.031 0.059
H 0.051 9.022 2.540 -0.037 0.102 -0.028
H 0.924 10.104 1.450 -0.107 0.024 -0.012
H -1.127 9.410 0.327 0.027 0.005 0.097
H -1.292 11.121 0.739 -0.024 -0.072 0.145
```
Forces are in eV/Å.

As for the HOMO energy: -0.4264 Ha. The calculation puts the gap between HOMO and LUMO at 8.3 eV. The LUMO energy is -3.34 eV. The net charge is +1. The multiplicity is 1. The calculated total energy is -244498.878 eV.

***

Computed, not measured: C43H37Cl2N7O6V as an isolated structure at a distorted geometry, with ωB97M-V/def2-TZVPD.

Geometry as XYZ:
```
96
Properties=species:S:1:pos:R:3:forces:R:3
V -1.041 0.036 0.929 1.502 -0.489 -2.334
Cl 1.877 3.908 5.491 -0.060 0.133 0.003
C 1.186 2.534 4.707 -0.232 0.233 -0.294
C 0.177 2.737 3.772 0.069 0.064 0.108
C -0.316 1.634 3.091 0.632 -0.391 0.858
N -1.278 1.561 2.112 0.490 -0.073 0.140
C -2.142 2.548 1.869 -0.899 1.372 0.125
O -2.258 3.631 2.438 0.106 -0.899 -0.267
C -3.018 2.172 0.728 -0.725 0.600 -0.367
C -3.990 3.063 0.289 0.300 -0.233 0.246
C -4.729 2.747 -0.832 0.194 -0.382 -0.081
C -4.446 1.545 -1.471 -0.093 0.304 0.174
C -3.457 0.723 -0.965 -0.160 -0.433 -0.420
N -2.745 1.008 0.127 -0.711 0.647 0.140
C 0.166 0.344 3.390 0.039 0.851 0.464
C 1.132 0.144 4.356 0.087 0.178 0.008
C 1.663 1.258 4.994 0.000 -0.349 -0.185
Cl 2.945 1.043 6.126 0.014 -0.106 0.058
N -0.521 -0.604 2.662 0.770 0.124 0.348
C -1.108 -1.619 3.326 0.133 -0.562 0.898
O -0.912 -1.977 4.476 -0.290 0.117 -0.729
C -2.040 -2.281 2.377 -0.599 -0.106 -0.801
C -2.446 -3.652 2.587 -0.156 -0.324 0.268
C -2.860 -4.430 1.578 0.139 0.360 -0.116
C -2.898 -3.900 0.190 -0.202 -0.046 0.182
C -2.619 -2.368 0.148 -0.263 -0.382 -0.863
N -2.280 -1.599 1.302 -0.026 -0.489 1.476
H -0.215 3.725 3.587 0.091 -0.006 0.030
H -4.107 3.981 0.845 -0.028 0.061 0.008
H -5.486 3.414 -1.212 -0.094 0.085 -0.034
H -4.973 1.261 -2.370 0.024 -0.106 -0.004
H -3.221 -0.190 -1.492 0.188 0.049 0.065
H 1.479 -0.848 4.593 0.056 -0.049 0.042
H -2.375 -4.002 3.607 0.077 -0.081 -0.001
H -3.161 -5.456 1.733 0.018 -0.118 0.109
H -3.814 -4.209 -0.314 -0.003 0.021 0.009
H -3.327 -1.850 -0.500 0.237 -0.005 0.090
O -1.900 -6.442 -3.580 -0.115 -0.358 -0.248
C -2.042 -5.943 -2.328 0.094 0.688 -0.124
O -2.424 -6.670 -1.441 -0.054 -0.179 0.089
C -1.710 -4.536 -2.100 -0.107 -0.109 -0.195
C -1.389 -3.623 -3.069 -0.145 -0.358 0.516
C -0.992 -2.284 -2.856 -0.041 0.700 -0.276
C -0.921 -1.751 -1.576 0.032 -0.770 -0.237
C -1.245 -2.677 -0.463 0.055 0.093 -0.081
C -1.607 -4.150 -0.658 0.016 -0.392 -0.169
N -0.772 -0.502 -1.150 -1.010 0.029 1.306
C -0.182 0.423 -2.022 0.965 0.730 -0.670
C -0.497 1.843 -1.691 -0.162 -0.270 -0.711
C -0.904 2.746 -2.669 0.032 0.144 0.125
C -1.035 4.080 -2.328 0.135 -0.141 0.045
C -0.741 4.459 -1.028 0.067 -0.031 0.128
C -0.366 3.482 -0.115 0.235 0.527 -0.130
N -0.257 2.204 -0.436 -0.296 -0.727 0.117
H -1.510 -5.801 -4.186 -0.026 0.026 0.244
H -1.462 -3.912 -4.111 0.036 -0.047 -0.106
H -0.793 -1.678 -3.727 0.109 -0.001 -0.023
H -0.493 -2.567 0.320 0.003 -0.026 -0.179
H -0.933 -4.850 -0.155 0.036 0.133 0.059
H -0.401 0.218 -3.078 -0.115 0.021 0.183
H -1.108 2.400 -3.671 0.036 -0.064 -0.064
H -1.326 4.811 -3.070 -0.075 0.050 0.003
H -0.806 5.489 -0.720 0.011 0.130 0.089
H -0.122 3.746 0.904 -0.008 0.014 0.108
C 3.052 3.997 1.566 -0.158 -0.041 -0.005
N 3.755 2.767 1.268 -0.076 0.333 0.101
C 5.162 2.867 0.952 0.138 -0.238 -0.039
C 3.082 1.590 1.291 0.346 -0.138 -0.139
C 3.932 0.345 1.212 -0.366 -0.028 0.092
O 1.866 1.550 1.384 -0.212 0.087 0.228
H 3.584 4.552 2.341 0.010 0.031 -0.016
H 2.063 3.732 1.934 0.035 0.106 -0.029
H 2.953 4.625 0.676 -0.025 0.043 0.006
H 5.421 3.918 0.845 0.008 -0.046 -0.004
H 5.382 2.359 0.010 0.088 0.087 0.065
H 5.784 2.432 1.738 0.081 0.054 -0.019
H 4.666 0.344 2.012 0.199 0.024 0.042
H 4.445 0.281 0.256 0.087 -0.049 -0.112
H 3.272 -0.507 1.329 -0.037 -0.037 -0.065
C 2.146 -3.168 -0.361 -0.122 0.192 0.246
C 1.688 -1.732 -0.520 0.886 -0.009 -2.885
O 1.148 -1.167 0.446 -0.928 1.016 2.414
C 1.882 -1.092 -1.787 -0.306 -0.276 2.154
C 2.407 -1.743 -2.906 0.399 0.175 -1.100
C 2.661 -1.062 -4.071 -0.020 -1.293 0.367
C 2.492 0.343 -4.128 -0.235 0.926 0.499
C 2.004 1.024 -3.068 0.440 0.137 -0.627
C 1.459 0.326 -1.892 -0.905 -0.031 0.216
H 2.028 -3.464 0.678 -0.006 -0.044 0.088
H 3.187 -3.283 -0.650 0.085 -0.099 -0.044
H 1.534 -3.814 -0.986 -0.033 -0.215 -0.115
H 2.641 -2.795 -2.842 -0.017 -0.152 -0.087
H 3.062 -1.580 -4.925 0.079 -0.145 -0.139
H 2.800 0.867 -5.023 0.035 0.115 -0.028
H 1.895 2.099 -3.099 0.099 0.176 -0.106
H 1.639 0.847 -0.946 0.095 -0.045 -0.103
```
Forces are in eV/Å.

As for the HOMO energy (spin up / spin down): -0.2077 / -0.2110 Ha. The calculation puts the gap between HOMO and LUMO (spin up / spin down) at 2.5 / 4.0 eV. The expectation value of S² is 1.000. The LUMO energy (spin up / spin down) is -3.16 / -1.72 eV. The multiplicity is 2. As for the energy relative to the best compared isomer or geometry (same formula, charge and spin): 25.6 kJ/mol. The calculated total energy is -118639.162 eV.

***

Computed, not measured: one molecule with the formula C4H9N3O at a distorted geometry, with ωB97M-V/def2-TZVPD.

Geometry as XYZ:
```
17
Properties=species:S:1:pos:R:3:forces:R:3
C -0.833 -1.312 0.108 1.538 1.078 -1.557
C -0.144 -0.088 -0.914 1.546 -1.799 3.308
C -1.126 0.723 -1.463 -1.009 1.143 -0.785
O -1.447 -0.762 1.183 -0.262 1.356 0.978
H -1.012 0.145 1.415 -0.572 -1.425 -0.279
H 0.052 -1.911 0.357 -0.263 -0.105 -0.022
H -1.530 -1.847 -0.533 -0.058 -0.070 0.085
H 0.490 -0.637 -1.599 0.186 0.229 -0.012
H -1.748 1.366 -0.862 -0.091 0.010 0.013
H -1.391 0.582 -2.500 -0.053 0.067 -0.011
C 0.169 1.447 1.077 0.423 0.422 0.170
N 1.963 0.068 0.543 0.737 0.211 0.998
N 0.798 0.614 0.218 -1.338 -1.442 -2.449
N 2.298 -1.008 -0.001 -0.512 0.180 -0.606
H 3.252 -1.200 0.311 -0.162 0.104 0.162
H -0.439 2.218 0.627 -0.175 -0.064 0.087
H 0.648 1.602 2.034 0.067 0.105 -0.081
```
Forces are in eV/Å.

As for the HOMO energy (spin up / spin down): -0.3015 / -0.2761 Ha. The calculation puts the gap between HOMO and LUMO (spin up / spin down) at 7.7 / 7.1 eV. The LUMO energy (spin up / spin down) is -0.48 / -0.37 eV. The multiplicity is 1. As for the energy relative to the best compared isomer or geometry (same formula, charge and spin): 663.7 kJ/mol. The calculated total energy is -10805.583 eV.

***

Computed, not measured: a 2-piece molecular cluster, C2H4BrNS overall at a distorted geometry, with ωB97M-V/def2-TZVPD.

Geometry as XYZ:
```
9
Properties=species:S:1:pos:R:3:forces:R:3
C 0.075 -0.033 0.640 -1.318 -0.731 -6.617
C -2.266 -0.540 -0.339 -3.022 -0.465 1.070
N 0.209 0.081 1.750 1.312 0.724 6.092
S -0.488 -0.255 -0.899 2.720 0.644 0.273
Br 5.433 0.747 -0.515 0.913 -1.190 -0.738
H -2.714 0.416 0.138 0.710 -1.512 -0.607
H -2.149 -1.393 0.481 -0.787 1.580 -1.938
H -2.791 -0.744 -1.338 0.393 -0.234 1.726
H 4.690 1.721 0.083 -0.921 1.184 0.740
```
Forces are in eV/Å.

As for the HOMO energy (spin up / spin down): -0.1882 / -0.4034 Ha. The calculation puts the gap between HOMO and LUMO (spin up / spin down) at 5.6 / 7.2 eV. The expectation value of S² is 2.017. The LUMO energy (spin up / spin down) is 0.50 / -3.76 eV. The multiplicity is 3. As for the energy relative to the best compared isomer or geometry (same formula, charge and spin): 152.9 kJ/mol. The calculated total energy is -84500.540 eV.